{
  "formula": "C4H13AsAuF6N3",
  "method": "ωB97M-V/def2-TZVPD",
  "s_squared": 0.754,
  "multiplicity": 2,
  "charge": 1,
  "homo_energy_ev": [-13.8, -13.6],
  "homo_lumo_gap_ha": [0.3688, 0.2513],
  "elements": ["Au", "N", "C", "C", "N", "C", "C", "N", "H", "H", "H", "H", "H", "H", "H", "H", "H", "H", "H", "H", "H", "F", "As", "F", "F", "F", "F", "F"],
  "xyz": [[0.4083, 0.1187, -0.2990], [-1.7017, -1.0879, 0.0120], [-1.7797, -1.4856, 1.4211], [-1.1977, -0.4122, 2.3445], [0.1707, 0.0036, 2.0156], [1.2875, -0.8342, 2.4720], [1.6932, -1.8630, 1.4268], [1.9690, -1.1821, 0.1249], [-2.3782, -0.3619, -0.2077], [-1.8700, -1.8627, -0.6173], [-1.2506, -2.4319, 1.5355], [-2.8088, -1.6642, 1.7384], [-1.2395, -0.7833, 3.3722], [-1.8167, 0.4850, 2.2979], [0.3194, 0.9842, 2.2321], [1.0377, -1.3534, 3.4007], [2.1329, -0.1786, 2.6878], [0.8952, -2.5783, 1.2410], [2.5763, -2.4166, 1.7457], [2.1351, -1.8636, -0.6111], [2.8151, -0.6172, 0.1917], [-0.9267, 1.6769, -0.5844], [-0.2759, 3.4467, -0.0551], [-1.3420, 3.2333, 1.2702], [-1.5210, 4.0872, -1.0105], [0.3607, 4.9251, 0.4449], [0.7449, 3.2482, -1.4189], [0.9072, 2.5105, 0.8623]]
}

***

{
  "formula": "C4H13N2",
  "method": "ωB97M-V/def2-TZVPD",
  "charge": 1,
  "homo_energy_ev": -13.6,
  "homo_lumo_gap_ha": 0.3425,
  "relative_energy_ev": 2.798,
  "elements": ["C", "C", "C", "C", "N", "N", "H", "H", "H", "H", "H", "H", "H", "H", "H", "H", "H", "H", "H"],
  "xyz": [[-0.7624, 1.7499, 0.6767], [-0.6612, -1.8557, -0.5426], [-0.9145, 0.4759, -0.1718], [1.8530, -0.1185, 0.5405], [2.0273, 0.4163, -0.6402], [-0.4784, -0.7677, 0.3732], [0.2935, 1.8967, 0.6567], [-1.2256, 2.5470, 0.0372], [-1.1026, 1.5846, 1.6066], [-1.7776, -2.0287, -0.6715], [-0.1973, -1.4368, -1.4812], [-0.2772, -2.7879, -0.2356], [-0.3519, 0.5006, -1.0676], [-1.9918, 0.5076, -0.6599], [1.4624, 0.5095, 1.3838], [2.1968, -1.1167, 0.7220], [2.4176, -0.1330, -1.4695], [1.8901, 1.3536, -0.8367], [-0.8996, -0.9617, 1.2324]]
}

***

{
  "formula": "C4H13N2",
  "method": "ωB97M-V/def2-TZVPD",
  "charge": 1,
  "smiles": "NCCCC[NH3+]",
  "homo_energy_ev": -12.8,
  "homo_lumo_gap_ha": 0.3334,
  "relative_energy_ev": 1.861,
  "elements": ["N", "C", "C", "C", "C", "N", "H", "H", "H", "H", "H", "H", "H", "H", "H", "H", "H", "H", "H"],
  "xyz": [[-1.7025, -1.3319, -0.8887], [-1.4620, 0.1113, -0.6548], [-0.8211, 0.3972, 0.7112], [0.4275, -0.4770, 1.0850], [1.4811, -0.2082, -0.0330], [1.7737, 1.3045, -0.0953], [-1.4626, -1.6013, -1.8334], [-1.2038, -1.9259, -0.2475], [-2.4265, 0.6227, -0.7601], [-0.8113, 0.5816, -1.4086], [-0.8134, 1.4895, 0.7125], [-1.5583, 0.2075, 1.5022], [0.1082, -1.5091, 1.0776], [0.8459, -0.2807, 2.0646], [1.0480, -0.5205, -0.9833], [2.4020, -0.7378, 0.2437], [1.3587, 1.6394, -0.9604], [1.4016, 1.5157, 0.8288], [2.7705, 1.5041, -0.1729]]
}

***

charge of number 1 (C4H13AsAuF6N3)?
+1

***

What is the charge in the first record?
+1